# C3H3ClN2S

One molecule with the formula C3H3ClN2S in a non-equilibrium geometry (ωB97M-V/def2-TZVPD, the OMol25 dataset).

Geometry as XYZ:
```
10
C3H3ClN2S | the OMol25 dataset | ωB97M-V/def2-TZVPD
C -0.81397 -1.47835 0.22320
S 0.26063 -0.41822 -0.76852
N 1.58186 -0.95591 -1.06181
C 0.14106 1.21544 -0.04917
Cl -1.42207 1.82531 0.15405
C 1.22506 2.02590 -0.02692
N 2.17339 2.64884 0.18255
H -1.58452 -1.80937 -0.38470
H -1.33925 -0.77781 0.81680
H -0.22219 -2.27583 0.91452
```

Computed properties:
E_tot (eV): -29491.659
SMILES string: C/S(#N)=C(\Cl)C#N
Frontier orbital gap (alpha / beta) (eV): 7.99 / 6.93


# C3H3ClN2S2

One molecule with the formula C3H3ClN2S2 in a non-equilibrium geometry (ωB97M-V/def2-TZVPD, the OMol25 dataset).

Geometry as XYZ:
```
11
C3H3ClN2S2 | the OMol25 dataset | ωB97M-V/def2-TZVPD
Cl -0.05617 2.91469 0.11274
C -0.68963 1.53904 1.11995
C -0.11877 0.29091 0.48676
N 0.32372 -0.56668 1.30603
S 0.91216 -2.07414 0.72075
C -0.11045 -2.37424 -0.70484
N -0.64659 -1.52059 -1.44052
S -0.20866 0.11428 -1.27201
H -1.80620 1.51476 1.05639
H -0.36681 1.63259 2.15716
H -0.35491 -3.46264 -0.77976
```

Computed properties:
E_tot (eV): -40331.398
SMILES string: ClCC1=NSC=NS1
Frontier orbital gap (eV): 8.95


# C3H3ClO2S

One molecule with the formula C3H3ClO2S in a non-equilibrium geometry (ωB97M-V/def2-TZVPD, the OMol25 dataset).

Geometry as XYZ:
```
10
C3H3ClO2S | the OMol25 dataset | ωB97M-V/def2-TZVPD
C -1.56040 -0.02951 -1.70269
C -1.36482 -0.70772 -0.71428
C 1.52946 -0.02812 0.04809
O -0.48563 1.41724 0.83226
O 0.62334 -0.16255 2.52012
S 0.47343 0.39180 1.18148
Cl -1.29138 -1.37264 0.74406
H -1.80257 0.34451 -2.63483
H 2.32522 -0.60923 0.32683
H 1.55334 0.75622 -0.60103
```

Computed properties:
E_tot (eV): -30603.064
Multiplicity: 3
Frontier orbital gap (alpha / beta) (eV): 6.67 / 7.15


# C3H3ClS

C3H3ClS as an isolated structure in a non-equilibrium geometry (ωB97M-V/def2-TZVPD, the OMol25 dataset).

Geometry as XYZ:
```
8
C3H3ClS | the OMol25 dataset | ωB97M-V/def2-TZVPD
C -1.67187 -1.33471 0.56277
C -0.98626 -0.48853 0.06863
C 0.38512 0.98152 -0.27195
S 1.99778 0.72382 0.32598
Cl 2.99033 -0.78506 -0.63935
H -2.61531 -1.78349 0.78640
H -0.26537 1.63106 0.45806
H 0.16559 1.05540 -1.29053
```

Computed properties:
E_tot (eV): -26512.351
Frontier orbital gap (eV): 9.03


# C3H3CoFO2

C3H3CoFO2 as an isolated structure in a non-equilibrium geometry (ωB97M-V/def2-TZVPD, the OMol25 dataset).

Geometry as XYZ:
```
10
C3H3CoFO2 | the OMol25 dataset | ωB97M-V/def2-TZVPD
F 1.15733 2.67688 -0.17634
H 1.92333 -0.40436 0.58621
H 0.63437 1.93154 -0.75685
O -1.14539 -0.27894 -0.57323
O -0.01306 -0.99923 1.18294
C 0.19741 -0.01935 -0.79616
C 0.89164 -0.55526 0.25762
C -1.27332 -0.87867 0.65221
H 0.50448 0.02144 -1.83959
Co -2.87681 -1.49406 1.46319
```

Computed properties:
E_tot (eV): -47570.166
Charge: +2
Multiplicity: 6
Frontier orbital gap (alpha / beta) (eV): 5.65 / 7.20


# C3H3CrLiO4

C3H3CrLiO4 as an isolated structure in a non-equilibrium geometry (ωB97M-V/def2-TZVPD, the OMol25 dataset).

Geometry as XYZ:
```
12
C3H3CrLiO4 | the OMol25 dataset | ωB97M-V/def2-TZVPD
O 0.69391 0.43481 -0.76499
C 0.13965 1.42332 -0.23042
C -1.31086 1.19991 0.13389
H -1.91344 1.86293 -0.51142
H -1.45888 1.53493 1.17552
C 2.36269 -2.77297 0.22185
O 1.23038 -2.63920 -0.02903
O 3.47747 -2.67387 0.51359
Li -0.21735 -1.23326 -0.56073
Cr 1.30716 3.32192 -0.05912
O -1.68665 -0.16377 -0.02417
H -2.62406 -0.29476 0.13502
```

Computed properties:
E_tot (eV): -39967.439
Charge: +1
Multiplicity: 4
Frontier orbital gap (alpha / beta) (eV): 7.68 / 5.72


Question: Which formula does entry 5 have?
Answer: C3H3CoFO2